No. 1
# C18H8Br2F9NOPPd

A structure of composition C18H8Br2F9NOPPd (ωB97M-V/def2-TZVPD, the Open Molecules 2025 dataset).

Positions of all 41 atoms, in Å:
Pd (2.191, 1.874, 1.403)
Br (1.963, -1.391, -3.009)
Br (-3.161, -1.571, 1.007)
P (4.478, 3.593, 2.060)
F (-4.462, -0.931, -4.190)
F (-5.542, -1.465, -2.396)
F (-4.372, -2.956, -3.436)
F (4.731, 2.009, 1.849)
F (3.361, 3.471, 0.723)
F (5.406, 3.627, 3.330)
F (3.146, 3.123, 2.999)
F (5.619, 3.944, 1.033)
F (4.033, 5.097, 2.224)
O (2.533, 1.475, -2.023)
N (1.127, 0.400, 2.280)
C (-1.416, -1.205, 0.227)
C (-1.060, -1.947, -1.100)
C (0.987, -1.798, 3.175)
C (-0.135, 0.870, 0.297)
C (-1.151, 0.159, -0.540)
C (1.594, 0.969, -1.445)
C (-3.255, 0.162, -1.830)
C (1.046, 1.374, -0.109)
C (-0.017, -2.145, 2.266)
C (-4.392, -1.669, -3.065)
C (-3.203, -1.264, -2.232)
C (1.006, -0.328, -1.840)
C (-2.384, 0.822, -1.064)
C (0.099, 0.089, 1.492)
C (-0.437, -0.629, -1.674)
C (1.562, -0.541, 3.133)
C (-2.304, -2.200, -1.913)
C (-0.458, -1.178, 1.387)
H (-0.417, -3.151, 2.247)
H (-0.424, -2.826, -1.016)
H (-2.468, -3.210, -2.262)
H (-4.126, 0.701, -2.180)
H (-2.570, 1.856, -0.806)
H (-0.880, -0.422, -2.651)
H (2.397, -0.268, 3.764)
H (1.358, -2.521, 3.886)

The value obtained for the HOMO energy (spin up / spin down) is -9.0 / -9.4 eV. As for the spin multiplicity: 2. As for the energy relative to the best compared isomer or geometry (same formula, charge and spin): 0.0 kJ/mol. The LUMO energy (spin up / spin down) is -1.5241 / -2.3156 eV. The calculation puts the total energy at -7336.86436 hartree. Its expectation value of S² is 0.762. The orbital gap (spin up / spin down) comes out at 7.5 / 7.1 eV.

And the Mulliken charges, in e, turn out to be:
1. Pd 0.21
2. Br -0.04
3. Br -0.02
4. P 1.34
5. F -0.27
6. F -0.26
7. F -0.30
8. F -0.32
9. F -0.50
10. F -0.32
11. F -0.45
12. F -0.32
13. F -0.33
14. O -0.54
15. N -0.49
16. C -0.14
17. C 0.40
18. C -0.76
19. C -0.92
20. C 3.14
21. C 0.60
22. C -0.65
23. C -0.70
24. C -0.28
25. C 0.67
26. C 0.80
27. C -0.71
28. C -1.37
29. C 1.05
30. C -0.82
31. C -0.38
32. C -1.07
33. C -0.59
34. H 0.50
35. H 0.76
36. H 0.50
37. H 0.43
38. H 0.54
39. H 0.74
40. H 0.45
41. H 0.41

No. 2
# C5H10O2

A cluster of 2 separate species, C5H10O2 in total in a non-equilibrium geometry (ωB97M-V/def2-TZVPD, the Open Molecules 2025 dataset).

Positions of all 17 atoms, in Å:
O (4.246, 0.978, 3.735)
O (-0.247, 0.982, -0.278)
C (-1.826, -1.023, 0.171)
C (-2.338, -0.599, 1.398)
C (-0.911, -0.217, -0.675)
C (-0.771, -0.662, -2.055)
C (0.250, -0.071, -3.002)
H (-1.841, 0.159, 1.963)
H (-2.544, -1.238, 2.128)
H (-1.494, -1.384, -2.225)
H (-0.332, -0.040, -3.953)
H (3.512, 0.623, 3.288)
H (-2.289, -1.849, -0.359)
H (1.112, -0.638, -3.367)
H (0.378, 1.120, -2.998)
H (0.772, 1.057, -0.563)
H (4.309, 1.948, 3.400)

The value obtained for the HOMO energy is -8.2 eV. As for the energy relative to the best compared isomer or geometry (same formula, charge and spin): 469.2 kJ/mol. The LUMO energy is 0.3285 eV. The calculation puts the total energy at -346.84673 hartree. The orbital gap comes out at 8.5 eV.

And the natural (NBO) charges, in e, turn out to be:
1. O -0.93
2. O -0.73
3. C -0.21
4. C -0.40
5. C 0.28
6. C -0.23
7. C -0.71
8. H 0.19
9. H 0.19
10. H 0.20
11. H 0.23
12. H 0.46
13. H 0.21
14. H 0.24
15. H 0.23
16. H 0.50
17. H 0.47

No. 3
# C8H4N4O

An isolated molecule of C8H4N4O in a non-equilibrium geometry (ωB97M-V/def2-TZVPD, the Open Molecules 2025 dataset).

Positions of all 17 atoms, in Å:
O (-2.415, 1.498, 1.366)
N (-0.413, -1.963, -1.946)
N (-0.163, -0.366, 2.671)
N (3.063, 0.139, -0.350)
N (2.376, 1.267, 0.201)
C (-0.041, 0.644, 0.373)
C (-0.329, 0.208, 1.686)
C (1.168, 1.126, 0.257)
C (1.508, -1.740, -0.228)
C (-2.399, 1.255, 0.188)
C (2.469, -0.899, -0.261)
C (0.434, -1.847, -1.163)
C (-1.158, 0.817, -0.609)
H (1.399, -2.418, 0.647)
H (-1.425, -0.190, -1.073)
H (-3.298, 0.960, -0.274)
H (-0.776, 1.510, -1.486)

The value obtained for the HOMO energy is -10.2 eV. As for the energy relative to the best compared isomer or geometry (same formula, charge and spin): 345.2 kJ/mol. The LUMO energy is -0.6407 eV. The calculation puts the total energy at -601.29266 hartree. The orbital gap comes out at 9.6 eV.

And the natural (NBO) charges, in e, turn out to be:
1. O -0.48
2. N -0.32
3. N -0.28
4. N -0.23
5. N -0.24
6. C -0.27
7. C 0.27
8. C 0.44
9. C -0.47
10. C 0.44
11. C 0.43
12. C 0.28
13. C -0.54
14. H 0.30
15. H 0.29
16. H 0.13
17. H 0.27

Please write out number 1 again, unchanged.
# C18H8Br2F9NOPPd

A structure of composition C18H8Br2F9NOPPd (ωB97M-V/def2-TZVPD, the Open Molecules 2025 dataset).

Positions of all 41 atoms, in Å:
Pd (2.191, 1.874, 1.403)
Br (1.963, -1.391, -3.009)
Br (-3.161, -1.571, 1.007)
P (4.478, 3.593, 2.060)
F (-4.462, -0.931, -4.190)
F (-5.542, -1.465, -2.396)
F (-4.372, -2.956, -3.436)
F (4.731, 2.009, 1.849)
F (3.361, 3.471, 0.723)
F (5.406, 3.627, 3.330)
F (3.146, 3.123, 2.999)
F (5.619, 3.944, 1.033)
F (4.033, 5.097, 2.224)
O (2.533, 1.475, -2.023)
N (1.127, 0.400, 2.280)
C (-1.416, -1.205, 0.227)
C (-1.060, -1.947, -1.100)
C (0.987, -1.798, 3.175)
C (-0.135, 0.870, 0.297)
C (-1.151, 0.159, -0.540)
C (1.594, 0.969, -1.445)
C (-3.255, 0.162, -1.830)
C (1.046, 1.374, -0.109)
C (-0.017, -2.145, 2.266)
C (-4.392, -1.669, -3.065)
C (-3.203, -1.264, -2.232)
C (1.006, -0.328, -1.840)
C (-2.384, 0.822, -1.064)
C (0.099, 0.089, 1.492)
C (-0.437, -0.629, -1.674)
C (1.562, -0.541, 3.133)
C (-2.304, -2.200, -1.913)
C (-0.458, -1.178, 1.387)
H (-0.417, -3.151, 2.247)
H (-0.424, -2.826, -1.016)
H (-2.468, -3.210, -2.262)
H (-4.126, 0.701, -2.180)
H (-2.570, 1.856, -0.806)
H (-0.880, -0.422, -2.651)
H (2.397, -0.268, 3.764)
H (1.358, -2.521, 3.886)

The value obtained for the HOMO energy (spin up / spin down) is -9.0 / -9.4 eV. As for the spin multiplicity: 2. As for the energy relative to the best compared isomer or geometry (same formula, charge and spin): 0.0 kJ/mol. The LUMO energy (spin up / spin down) is -1.5241 / -2.3156 eV. The calculation puts the total energy at -7336.86436 hartree. Its expectation value of S² is 0.762. The orbital gap (spin up / spin down) comes out at 7.5 / 7.1 eV.

And the Mulliken charges, in e, turn out to be:
1. Pd 0.21
2. Br -0.04
3. Br -0.02
4. P 1.34
5. F -0.27
6. F -0.26
7. F -0.30
8. F -0.32
9. F -0.50
10. F -0.32
11. F -0.45
12. F -0.32
13. F -0.33
14. O -0.54
15. N -0.49
16. C -0.14
17. C 0.40
18. C -0.76
19. C -0.92
20. C 3.14
21. C 0.60
22. C -0.65
23. C -0.70
24. C -0.28
25. C 0.67
26. C 0.80
27. C -0.71
28. C -1.37
29. C 1.05
30. C -0.82
31. C -0.38
32. C -1.07
33. C -0.59
34. H 0.50
35. H 0.76
36. H 0.50
37. H 0.43
38. H 0.54
39. H 0.74
40. H 0.45
41. H 0.41